No. 1
Formula: C5H4O2
Source: the Open Molecules 2025 dataset
Level of theory: ωB97M-V/def2-TZVPD

Computed properties:
HOMO-LUMO gap (alpha / beta) = 7.3782 / 7.5632 eV
strongest force on any atom = 3.094 eV/A
energy above the lowest of the compared OMol25 structures with the same formula, charge and spin = 678.44 kJ/mol
HOMO energy (alpha / beta) = -8.338 / -8.519 eV
multiplicity = 1

Each line ends with the natural charge from an NBO analysis.
Geometry (Å):
C (-0.5905, -0.0154, -0.0627)  0.14
C (-0.2339, 1.5213, 0.1245)  0.39
C (-1.3715, -1.0368, 0.2869)  -0.41
O (-0.8868, 1.0185, -0.9847)  -0.46
C (1.3186, 0.1089, -0.0724)  0.17
C (2.2256, -0.6869, -0.3959)  -0.22
O (1.1343, 1.4498, 0.1672)  -0.47
H (-0.6875, 2.3366, 0.6767)  0.21
H (-2.2605, -1.2790, -0.2748)  0.21
H (-1.0651, -1.6933, 1.0857)  0.22
H (2.4175, -1.7237, -0.5506)  0.22

***

No. 2
Formula: C43H37Cl2NO22P
Source: the Open Molecules 2025 dataset
Level of theory: ωB97M-V/def2-TZVPD

Computed properties:
HOMO-LUMO gap = 6.2019 eV
strongest force on any atom = 0.890 eV/A
HOMO energy = -10.774 eV
multiplicity = 1
total charge = +1

Each line ends with the Mulliken charge.
Geometry (Å):
C (1.6222, -0.5092, 3.4152)  -1.17
C (2.6052, 0.6508, 3.1776)  -0.82
P (3.4955, 0.6440, 1.5529)  -0.24
C (2.0953, 0.4520, 0.3511)  -0.68
C (2.1527, 1.4653, -0.8179)  -1.18
C (4.2408, -1.0518, 1.5370)  0.19
C (4.4620, -1.7668, 2.6957)  -0.68
N (5.0117, -2.9894, 2.6792)  0.18
C (5.3866, -3.5922, 1.5349)  -0.08
C (5.9257, -4.9568, 1.6427)  -0.80
Cl (7.3366, -5.1673, 2.5972)  -0.14
C (5.2832, -5.9690, 1.0493)  0.81
C (4.0475, -5.8510, 0.2163)  -1.49
Cl (5.8763, -7.5661, 1.2170)  -0.16
C (5.2411, -2.9057, 0.3501)  -0.52
C (4.6733, -1.6429, 0.3401)  0.95
C (4.5225, -0.9819, -1.0105)  -0.08
O (3.8837, -1.5300, -1.8533)  -0.49
O (5.1439, 0.1781, -1.2023)  -0.42
H (0.8129, -0.1924, 4.0639)  0.36
H (2.0888, -1.3488, 3.9238)  0.37
H (1.1901, -0.8955, 2.4970)  0.42
H (2.0360, 1.5757, 3.1485)  0.54
H (3.3397, 0.7302, 3.9738)  0.58
H (2.0931, -0.5611, -0.0395)  0.58
H (1.1583, 0.5632, 0.8897)  0.57
H (1.2081, 1.9912, -0.8586)  0.44
H (2.2624, 0.9275, -1.7508)  0.24
H (2.9427, 2.1989, -0.7021)  0.33
H (4.1989, -1.3571, 3.6561)  0.79
H (5.1483, -3.4880, 3.5506)  0.33
H (3.3967, -5.0428, 0.5354)  0.31
H (3.4964, -6.7809, 0.2019)  0.58
H (4.3398, -5.6271, -0.8095)  0.31
H (5.5730, -3.3908, -0.5534)  0.60
H (5.5886, 0.4634, -0.3910)  0.46
C (-0.5868, -7.1906, 0.0848)  -1.05
C (-1.8208, -6.6637, 0.0271)  0.41
C (-2.2398, -5.7412, -1.0889)  1.02
O (-3.3797, -5.3241, -1.0675)  -0.62
C (-1.2644, -5.4013, -2.1107)  -1.02
C (-0.0351, -5.9275, -2.0478)  0.39
C (0.3762, -6.8646, -0.9440)  1.04
O (1.5209, -7.2910, -0.9699)  -0.66
O (0.9121, -5.6701, -2.9430)  -0.59
O (-2.7520, -6.9011, 0.9328)  -0.57
H (-0.2755, -7.8535, 0.8798)  0.47
H (-1.5704, -4.7297, -2.9005)  0.48
H (1.6886, -6.1961, -2.6758)  0.35
H (-3.5438, -6.3931, 0.6640)  0.35
C (-0.2132, 0.0273, 8.5901)  -1.05
C (-0.4457, 1.0293, 9.4534)  0.32
C (0.3323, 2.3196, 9.4042)  1.01
O (0.0479, 3.1810, 10.2091)  -0.59
C (1.3780, 2.4584, 8.3992)  -0.89
C (1.6041, 1.4542, 7.5476)  0.28
C (0.8130, 0.1781, 7.5827)  1.15
O (1.0836, -0.6729, 6.7473)  -0.61
O (2.5373, 1.4896, 6.5963)  -0.57
O (-1.3641, 0.9679, 10.4010)  -0.55
H (-0.7670, -0.9003, 8.6150)  0.44
H (1.9414, 3.3806, 8.3785)  0.45
H (2.4654, 0.6276, 6.1461)  0.24
H (-1.3296, 1.8194, 10.8791)  0.37
C (0.3325, 5.4541, -5.0647)  -0.97
C (-0.0540, 4.4573, -4.2600)  0.32
C (0.8153, 3.2612, -3.9918)  1.09
O (0.3865, 2.4116, -3.2283)  -0.67
C (2.1047, 3.1812, -4.6489)  -1.15
C (2.4963, 4.1755, -5.4593)  0.38
C (1.6340, 5.3857, -5.7098)  1.01
O (2.0767, 6.2456, -6.4445)  -0.61
O (3.6570, 4.1784, -6.0958)  -0.57
O (-1.2291, 4.4423, -3.6348)  -0.52
H (-0.2877, 6.3189, -5.2595)  0.51
H (2.7160, 2.3093, -4.4623)  0.49
H (3.6861, 5.0105, -6.6077)  0.37
H (-1.2541, 3.6127, -3.1213)  0.33
C (-3.8320, 5.9313, -5.1841)  -0.96
C (-3.5088, 7.1165, -5.7153)  0.26
C (-4.4126, 7.8331, -6.6807)  1.02
O (-4.0414, 8.9134, -7.0984)  -0.63
C (-5.6630, 7.1977, -7.0577)  -1.02
C (-5.9868, 6.0093, -6.5303)  0.32
C (-5.0912, 5.3041, -5.5476)  1.06
O (-5.4683, 4.2349, -5.1051)  -0.62
O (-7.1087, 5.3647, -6.8245)  -0.57
O (-2.3751, 7.7568, -5.4399)  -0.54
H (-3.1893, 5.4115, -4.4893)  0.54
H (-6.2995, 7.7137, -7.7623)  0.43
H (-7.0938, 4.5392, -6.3042)  0.36
H (-2.4044, 8.5871, -5.9549)  0.36
C (-5.0379, -2.2986, -0.2610)  -1.06
C (-5.4043, -1.1283, -0.8017)  0.45
C (-6.0695, -0.0495, 0.0115)  0.93
O (-6.3479, 0.9898, -0.5545)  -0.61
C (-6.3365, -0.3081, 1.4166)  -1.04
C (-5.9729, -1.4800, 1.9540)  0.33
C (-5.2859, -2.5479, 1.1461)  1.12
O (-4.9689, -3.5736, 1.7232)  -0.65
O (-6.1809, -1.7926, 3.2274)  -0.58
O (-5.2118, -0.8242, -2.0778)  -0.58
H (-4.5577, -3.0815, -0.8330)  0.56
H (-6.8278, 0.4663, 1.9884)  0.43
H (-5.8253, -2.6937, 3.3472)  0.37
H (-5.5704, 0.0762, -2.2013)  0.35

***

No. 3
Formula: CH2INO3S
Source: the Open Molecules 2025 dataset
Level of theory: ωB97M-V/def2-TZVPD

Computed properties:
HOMO-LUMO gap (alpha / beta) = 6.4137 / 8.2099 eV
strongest force on any atom = 3.904 eV/A
energy above the lowest of the compared OMol25 structures with the same formula, charge and spin = 355.31 kJ/mol
HOMO energy (alpha / beta) = -8.866 / -9.467 eV
multiplicity = 1

Each line ends with the natural charge from an NBO analysis.
Geometry (Å):
C (0.6189, 1.3207, 0.3435)  -0.75
N (-0.6045, -1.9665, -1.5894)  0.50
O (-1.5892, -2.1582, -2.2000)  -0.25
O (-0.4114, -1.1217, -0.6869)  -0.36
O (-0.8784, 0.1588, 2.2924)  -0.80
S (-1.0449, 0.6489, 0.9492)  1.09
I (2.0276, -0.2483, 0.9412)  0.08
H (1.1515, 2.1279, 0.7142)  0.23
H (0.7304, 1.2384, -0.7643)  0.25

***

No. 4
Formula: C4H3CdN5O3
Source: the Open Molecules 2025 dataset
Level of theory: ωB97M-V/def2-TZVPD

Computed properties:
HOMO-LUMO gap = 8.5073 eV
strongest force on any atom = 7.444 eV/A
HOMO energy = -17.175 eV
multiplicity = 1
total charge = +2

Each line ends with the natural charge from an NBO analysis.
Geometry (Å):
O (1.4032, -2.2665, -1.7527)  -0.26
C (0.8950, -1.4482, -1.1212)  0.37
Cd (0.1381, 0.0484, 0.1896)  1.54
C (-1.7718, -0.6978, 0.7157)  0.37
C (-0.3354, 1.6347, -1.1541)  0.36
O (-2.7753, -1.0931, 1.1246)  -0.26
O (-0.5273, 2.5651, -1.8120)  -0.26
N (3.1153, 0.2961, 4.4532)  -0.56
N (2.4634, 0.6873, 3.3367)  0.22
N (2.5112, 2.0025, 2.8683)  -0.19
C (1.7422, 1.9143, 1.7755)  0.18
N (1.2861, 0.6663, 1.6170)  -0.62
N (1.7290, -0.1795, 2.6137)  -0.04
H (3.0554, -0.6644, 4.7582)  0.44
H (3.6590, 0.9625, 4.9777)  0.45
H (1.5045, 2.7166, 1.0975)  0.25

***

No. 5
Formula: C4H35N2O14S
Source: the Open Molecules 2025 dataset
Level of theory: ωB97M-V/def2-TZVPD

Computed properties:
HOMO-LUMO gap = 7.0020 eV
strongest force on any atom = 3.418 eV/A
energy above the lowest of the compared OMol25 structures with the same formula, charge and spin = 272.76 kJ/mol
HOMO energy = -4.736 eV
multiplicity = 1
total charge = -1

Each line ends with the natural charge from an NBO analysis.
Geometry (Å):
O (0.4128, 0.2107, 1.5043)  -0.73
C (0.1370, 0.7163, 0.4108)  0.52
N (0.1354, -0.0211, -0.7119)  -0.62
C (0.0925, -1.5347, -0.7656)  -0.10
C (-1.1966, -1.8065, -1.4892)  -0.54
S (-1.1940, -0.6715, -3.0976)  -0.73
C (0.3362, -2.2528, 0.5935)  -0.22
N (0.3927, -3.6626, 0.2285)  -0.85
H (0.0537, 1.7934, 0.2951)  0.11
H (0.0335, 0.5310, -1.5633)  0.43
H (0.9042, -1.6504, -1.5236)  0.22
H (-2.0517, -1.4893, -0.9379)  0.19
H (-1.5098, -2.7645, -1.9679)  0.23
H (-0.5206, -1.9752, 1.2525)  0.20
H (1.3164, -2.0126, 1.0323)  0.20
H (-0.2826, -3.8335, -0.5578)  0.34
H (-0.0605, -4.2944, 0.8732)  0.36
H (0.1131, 3.9136, -1.7411)  0.50
H (-0.1719, 4.0605, -0.2818)  0.47
O (-0.6266, 4.0473, -1.1406)  -0.97
H (2.3058, 0.2998, 3.9191)  0.50
H (2.3750, -0.4261, 2.6384)  0.49
O (2.9411, -0.2321, 3.4267)  -0.97
H (2.5735, 2.7624, -0.7661)  0.50
H (2.6433, 2.5516, -2.3212)  0.49
O (2.5590, 3.2200, -1.6276)  -0.99
H (-2.3050, 0.3497, 3.8864)  0.47
H (-2.3054, -1.1698, 3.8401)  0.47
O (-2.3175, -0.3730, 4.5031)  -0.94
H (-3.8779, 1.4929, -0.9853)  0.47
H (-2.5363, 1.0460, -1.1689)  0.52
O (-3.2793, 0.9178, -0.4976)  -1.01
H (3.1953, -1.8210, 2.8966)  0.48
H (3.1233, -2.3377, 1.4589)  0.46
O (3.2092, -2.6617, 2.3790)  -0.96
H (-2.5127, 2.3469, 1.2092)  0.50
H (-2.2948, 0.8860, 1.7791)  0.49
O (-2.1517, 1.8238, 1.9437)  -0.99
H (2.6689, -0.9024, -3.4336)  0.49
H (1.5337, -0.3280, -2.7585)  0.47
O (2.4594, -0.0883, -2.9464)  -0.98
H (3.1739, 1.5697, 1.8205)  0.50
H (1.8027, 2.0838, 1.1952)  0.48
O (2.7504, 2.1087, 1.1454)  -0.98
H (-1.6244, 2.0426, -2.9759)  0.50
H (-2.3782, 3.0542, -2.0782)  0.48
O (-2.4516, 2.2175, -2.5308)  -0.96
H (0.8933, -2.4604, -3.3229)  0.49
H (1.6888, -3.3958, -2.4286)  0.48
O (1.7723, -2.8451, -3.2226)  -0.97
H (-3.2516, -1.6485, 0.2033)  0.49
H (-2.3312, -2.9122, 0.3930)  0.47
O (-3.0315, -2.3775, 0.7844)  -0.96
H (-0.3681, 1.4152, 3.0257)  0.49
H (-0.3107, 2.8074, 2.6641)  0.46
O (0.1286, 2.1931, 3.2704)  -0.96

***

No. 6
Formula: C2H2N2OS
Source: the Open Molecules 2025 dataset
Level of theory: ωB97M-V/def2-TZVPD

Computed properties:
HOMO-LUMO gap = 9.5898 eV
strongest force on any atom = 1.813 eV/A
energy above the lowest of the compared OMol25 structures with the same formula, charge and spin = 247.58 kJ/mol
HOMO energy = -9.234 eV
SMILES = C1=NOC=NS1
multiplicity = 1

Each line ends with the natural charge from an NBO analysis.
Geometry (Å):
C (0.9028, -0.9346, -0.3581)  -0.14
N (0.4767, -0.2335, -1.2984)  -0.11
O (-0.7440, 0.4941, -0.9807)  -0.38
C (-0.8533, 0.9401, 0.2872)  0.38
N (-0.4799, 0.4978, 1.3923)  -0.56
S (0.2467, -1.1021, 1.2532)  0.40
H (1.7673, -1.5647, -0.5205)  0.23
H (-1.3162, 1.9030, 0.2248)  0.18

***

- Which value of strongest force on any atom does entry 1 give?
  3.094 eV/A

***

- Which value of multiplicity does entry 4 give?
  1

***

- Among the records above, which one has the highest strongest force on any atom?
  C4H3CdN5O3